No. 1
25
Properties=species:S:1:pos:R:3 method="wB97M-V/def2-TZVPD" max_force_ha_per_bohr=0.04953 total_energy_ha=-277.07747 spin_multiplicity=2 e_above_lowest_ev=0.855 charge=+1 lumo_energy_ev="-2.629 / -9.880" e_homo_ev="-15.3 / -14.7" orbital_gap_ev="12.683 / 4.838"
C 0.728 1.753 0.723
C 0.417 2.233 2.137
C 0.633 2.804 -0.362
H 1.695 1.253 0.678
H -0.044 0.948 0.445
H 0.398 3.310 2.116
H 1.325 2.141 2.772
H 0.239 3.756 -0.030
H 1.526 2.908 -0.991
H -0.271 1.655 2.742
H -0.020 2.437 -1.182
C -0.504 -1.415 -0.537
C -1.758 -2.158 -0.052
C 0.754 -1.962 0.052
C -0.431 -1.312 -2.073
H -0.770 -0.352 -0.275
H -2.034 -1.926 0.986
H 0.980 -2.963 -0.344
H 1.676 -1.384 -0.019
H 0.673 -2.210 1.119
H -1.390 -1.067 -2.495
H 0.417 -0.764 -2.498
H -0.180 -2.318 -2.466
H -1.337 -3.174 0.112
H -2.721 -2.192 -0.559

---

No. 2
52
Properties=species:S:1:pos:R:3 method="wB97M-V/def2-TZVPD" max_force_ha_per_bohr=0.05485 total_energy_ha=-2243.65884 e_above_lowest_ev=0.272 charge=+1 lumo_energy_ev="-4.691 / -4.897" e_homo_ev="-11.8 / -11.8" orbital_gap_ev="7.103 / 6.895"
Ce -0.214 -0.272 -0.051
F 5.332 -1.366 -0.357
C 4.432 -0.384 -0.272
C 3.099 -0.680 -0.499
C 2.148 0.322 -0.432
C 2.546 1.637 -0.144
C 3.890 1.870 0.127
F 4.301 3.097 0.487
C 4.854 0.882 0.062
C 1.526 2.711 -0.124
C 1.804 4.060 -0.310
C 0.774 4.983 -0.271
C -0.524 4.551 -0.042
C -0.736 3.200 0.108
N 0.257 2.294 0.060
H 2.843 -1.709 -0.730
H 5.892 1.102 0.271
H 2.814 4.385 -0.498
H 0.985 6.034 -0.419
H -1.355 5.240 0.007
H -1.726 2.808 0.281
F -2.390 -0.991 0.261
C -2.542 0.465 0.004
F -1.919 0.463 -1.377
H -3.595 0.565 -0.211
O -0.336 -2.157 -1.328
C -0.049 -2.920 -0.345
N 0.298 -2.391 0.840
C 0.575 -3.469 1.739
O 0.886 -3.332 2.881
C 0.378 -4.737 0.960
C 0.520 -6.053 1.334
C 0.244 -7.021 0.367
C -0.159 -6.670 -0.920
C -0.300 -5.334 -1.290
C -0.023 -4.391 -0.322
H 0.835 -6.320 2.335
H 0.346 -8.068 0.620
H -0.365 -7.449 -1.642
H -0.611 -5.052 -2.287
N 0.495 -0.135 7.814
C 0.325 -0.091 6.679
C 0.109 -0.030 5.252
C -0.747 -0.929 4.632
C -0.915 -0.830 3.269
N -0.289 0.085 2.520
C 0.537 0.949 3.126
C 0.761 0.931 4.486
H -1.256 -1.699 5.194
H -1.571 -1.517 2.752
H 1.035 1.675 2.496
H 1.435 1.642 4.941

---

No. 3
22
Properties=species:S:1:pos:R:3 method="wB97M-V/def2-TZVPD" max_force_ha_per_bohr=0.05643 total_energy_ha=-1079.48404 e_above_lowest_ev=0.000 lumo_energy_ev="0.121 / 0.431" e_homo_ev="-8.2 / -7.3" orbital_gap_ev="8.297 / 7.717"
C 0.253 -0.923 0.801
C 2.250 0.285 0.187
C -0.603 1.880 -0.804
C 0.965 0.442 0.902
C 0.142 1.673 0.451
C -1.425 1.730 0.451
C -2.165 0.451 0.592
C -0.078 -3.332 0.785
N 2.393 0.317 -1.053
N 0.595 -2.092 0.840
F -2.833 0.454 1.828
F -3.038 0.001 -0.361
Cl 3.580 0.266 1.330
H -0.601 2.926 -1.278
H -0.785 1.128 -1.556
H 1.212 0.505 1.994
H 0.568 2.479 1.035
H -1.793 2.575 1.026
H 0.599 -4.168 0.815
H -0.462 -3.406 -0.214
H -0.961 -3.443 1.370
H 3.362 0.175 -1.443

---

No. 4
87
Properties=species:S:1:pos:R:3 method="wB97M-V/def2-TZVPD" max_force_ha_per_bohr=0.00943 total_energy_ha=-6108.44588 e_above_lowest_ev=0.000 charge=-2 lumo_energy_ev=2.821 e_homo_ev=-1.9 orbital_gap_ev=4.760
Bi 0.415 0.353 0.793
I 6.047 -7.530 -1.047
C 4.699 -5.940 -0.866
C 3.465 -6.027 -1.488
C 2.575 -4.964 -1.362
C 2.908 -3.836 -0.624
C 4.161 -3.770 -0.015
C 5.060 -4.821 -0.128
C 1.965 -2.692 -0.463
C 2.394 -1.464 -1.072
C 3.493 -1.289 -1.910
C 3.606 0.082 -2.170
C 2.572 0.697 -1.482
C 2.252 2.168 -1.359
C 3.220 2.952 -2.244
C 3.100 2.839 -3.630
C 3.962 3.504 -4.489
C 4.973 4.286 -3.947
I 6.283 5.299 -5.229
C 5.133 4.395 -2.579
C 4.252 3.724 -1.733
C 0.801 2.446 -1.740
N -0.182 1.806 -1.084
C -1.367 2.398 -1.442
C -2.630 2.121 -0.822
C -3.729 3.077 -1.166
C -4.678 2.750 -2.126
C -5.707 3.628 -2.449
C -5.776 4.847 -1.796
I -7.318 6.178 -2.269
C -4.838 5.203 -0.836
C -3.816 4.313 -0.532
C -2.922 1.133 0.073
C -4.194 0.950 0.748
C -4.081 -0.149 1.522
C -2.735 -0.678 1.312
N -2.062 0.101 0.465
C -2.242 -1.904 1.827
C -1.048 -2.482 1.392
C -0.637 -3.856 1.677
C 0.502 -4.091 1.004
C 0.862 -2.874 0.303
N -0.108 -1.902 0.601
C -3.141 -2.676 2.732
C -3.438 -2.210 4.012
C -4.306 -2.896 4.854
C -4.883 -4.076 4.411
I -6.187 -5.123 5.668
C -4.610 -4.572 3.145
C -3.749 -3.863 2.318
C -1.109 3.414 -2.378
C 0.272 3.447 -2.569
N 1.820 -0.233 -0.846
H 3.198 -6.901 -2.066
H 1.605 -5.010 -1.843
H 4.416 -2.883 0.556
H 6.026 -4.764 0.355
H 4.139 -2.073 -2.270
H 4.376 0.577 -2.738
H 2.317 2.216 -4.042
H 3.850 3.408 -5.560
H 5.937 4.985 -2.160
H 4.389 3.786 -0.662
H -4.611 1.790 -2.624
H -6.442 3.361 -3.196
H -4.900 6.157 -0.332
H -3.070 4.575 0.208
H -5.057 1.590 0.640
H -4.834 -0.584 2.162
H -1.174 -4.543 2.312
H 1.071 -5.007 0.984
H -2.971 -1.292 4.352
H -4.517 -2.518 5.845
H -5.072 -5.488 2.802
H -3.541 -4.232 1.320
H -1.847 4.050 -2.843
H 0.828 4.118 -3.204
S 3.224 2.685 3.869
Sb 3.704 1.387 2.059
S 2.592 -0.659 2.305
S 2.326 2.765 0.432
S 5.799 1.265 1.217
Cl -0.292 -0.652 4.943
C -0.094 1.092 4.694
Cl -1.337 1.734 3.591
H 0.891 1.290 4.273
H -0.232 1.576 5.652

---

No. 5
13
Properties=species:S:1:pos:R:3 method="wB97M-V/def2-TZVPD" max_force_ha_per_bohr=0.04786 total_energy_ha=-249.37273 e_above_lowest_ev=2.735 smiles=N#CCC1CC1 lumo_energy_ev=0.978 e_homo_ev=-9.9 orbital_gap_ev=10.861
N -2.078 0.734 -0.962
C -1.170 0.298 -1.540
C 0.179 -0.258 -1.430
C 0.158 -0.511 0.101
C -0.561 0.392 1.008
C 1.077 -0.035 1.138
H 0.937 0.465 -1.753
H 0.334 -1.195 -1.974
H -0.141 -1.535 0.322
H -1.446 0.055 1.559
H -0.583 1.467 0.839
H 1.607 0.906 1.020
H 1.687 -0.784 1.672

---

No. 6
53
Properties=species:S:1:pos:R:3 method="wB97M-V/def2-TZVPD" max_force_ha_per_bohr=0.13716 total_energy_ha=-3987.68698 smiles="CCCNC1=C([PH2]=S)C(=O)C([PH2]=S)=C(S(=O)(=O)C(F)(F)F)C1=O.FC(F)C(F)(F)COC(F)(F)C(F)F" lumo_energy_ev=-2.660 e_homo_ev=-8.8 orbital_gap_ev=6.126
C 1.192 2.573 1.473
C 0.575 1.966 0.128
C 1.465 0.729 -0.452
N 0.595 -0.483 -0.367
C 1.344 -1.737 -0.447
C 0.724 -2.896 0.120
P -0.965 -2.680 0.949
S -0.648 -1.733 2.650
C 1.504 -4.262 -0.007
O 0.859 -5.302 -0.193
C 3.102 -4.181 0.073
P 4.102 -5.566 0.885
S 2.991 -7.059 1.539
C 3.726 -3.035 -0.476
S 5.540 -2.700 -0.467
O 5.862 -1.485 -1.301
O 5.938 -2.486 0.975
C 6.582 -4.088 -1.158
F 7.708 -3.479 -1.757
F 7.105 -4.903 -0.144
F 5.962 -4.815 -2.187
C 2.750 -1.938 -1.142
O 3.041 -1.305 -2.162
H 2.321 2.383 1.515
H 1.017 3.693 1.588
H 0.746 1.994 2.357
H 0.402 2.772 -0.670
H -0.473 1.576 0.391
H 2.403 0.684 0.180
H 1.647 0.985 -1.548
H -0.092 -0.515 -1.132
H -1.644 -3.915 1.179
H -1.730 -1.755 0.140
H 5.011 -6.138 -0.058
H 4.760 -5.047 2.066
C -5.680 2.416 -0.071
C -4.347 2.187 0.677
C -4.002 3.204 1.770
F -3.906 4.465 1.314
F -2.797 2.909 2.320
F -3.347 2.078 -0.232
F -4.435 0.964 1.274
O -5.635 3.108 -1.331
C -5.605 4.519 -1.311
C -4.279 5.093 -1.830
F -3.216 4.603 -1.160
F -4.250 6.438 -1.679
F -5.930 4.956 -0.081
F -6.606 4.925 -2.124
H -6.043 1.420 -0.338
H -6.453 2.825 0.583
H -4.747 3.183 2.569
H -4.145 4.857 -2.887